No. 1
A molecular structure, C58H47Cl5N3PS3SbZn at a distorted geometry. Source: the Open Molecules 2025 dataset; level of theory: the ωB97M-V functional and the def2-TZVPD basis.

Geometry as XYZ:
```
119
Properties=species:S:1:pos:R:3:mulliken_charge:R:1
Zn 0.260 0.362 0.359 0.271
C 2.297 7.128 -0.953 -1.497
C 3.028 6.554 0.224 0.971
C 3.899 7.329 0.970 -0.757
C 4.570 6.808 2.064 -0.683
C 4.350 5.494 2.436 -0.972
C 3.476 4.702 1.714 -0.358
C 2.820 5.217 0.598 0.390
N 1.922 4.465 -0.158 0.145
C 1.669 3.107 0.015 -0.346
N 2.796 2.383 -0.137 0.109
C 3.163 1.035 0.040 1.446
C 2.226 0.024 0.259 -1.661
C 2.732 -1.257 0.470 0.926
C 4.084 -1.540 0.433 -0.978
C 4.984 -0.525 0.169 -0.925
C 4.543 0.772 -0.028 1.574
C 5.553 1.852 -0.321 -1.677
N 0.495 2.590 0.140 0.358
C -0.750 3.127 0.423 0.048
C -1.132 3.146 1.865 -1.384
C -2.394 3.327 2.234 -1.244
C -3.533 3.521 1.289 0.124
C -3.163 3.649 -1.395 -1.324
C -2.007 3.077 -1.741 -0.017
C -1.040 3.231 -2.856 -1.775
H 2.604 8.156 -1.126 0.412
H 1.222 7.120 -0.775 0.232
H 2.492 6.543 -1.852 0.334
H 4.055 8.363 0.695 0.364
H 5.254 7.425 2.628 0.386
H 4.844 5.082 3.304 0.416
H 3.283 3.688 2.037 0.583
H 1.113 4.997 -0.466 0.143
H 3.597 2.969 -0.328 0.232
H 2.046 -2.065 0.694 -0.326
H 4.431 -2.547 0.618 0.483
H 6.046 -0.730 0.120 0.277
H 6.557 1.432 -0.308 0.385
H 5.518 2.652 0.420 0.283
H 5.395 2.280 -1.313 0.379
H -0.333 3.049 2.585 1.061
H -2.655 3.384 3.280 0.649
H -4.433 3.083 1.730 0.599
H -3.849 4.319 -1.879 0.491
H -1.525 3.122 -3.823 0.442
H -0.242 2.498 -2.765 0.084
H -0.590 4.225 -2.819 0.386
Cl -0.925 5.013 0.020 -0.395
C -1.836 2.387 -0.395 1.691
C -1.613 0.903 -0.270 -1.299
C -2.688 0.112 -0.332 2.217
Cl -2.549 -1.594 -0.080 -0.012
C -4.061 0.562 -0.495 0.163
Cl -5.298 -0.588 -0.829 -0.165
C -4.345 1.851 -0.321 -0.939
Cl -5.961 2.444 -0.405 -0.197
C -3.295 2.897 -0.086 1.084
Cl -3.915 5.283 1.196 -0.209
S 0.743 -3.553 2.243 -0.313
Sb 0.119 -2.340 -1.534 0.050
C -0.025 -4.372 -2.261 0.082
C -0.219 -5.409 -1.367 -0.667
C -0.391 -6.705 -1.827 -0.485
C -0.371 -6.966 -3.186 -0.544
C -0.146 -5.934 -4.082 -0.750
C 0.031 -4.644 -3.619 -0.071
C -1.375 -1.675 -2.971 0.881
C -1.455 -0.338 -3.327 0.066
C -2.468 0.117 -4.154 -0.566
C -3.433 -0.760 -4.616 -0.711
C -3.388 -2.091 -4.232 -0.964
C -2.369 -2.540 -3.410 -0.544
C 1.886 -2.033 -2.732 0.789
C 2.942 -2.913 -2.544 -0.689
C 4.143 -2.722 -3.200 -0.584
C 4.304 -1.641 -4.053 -0.595
C 3.258 -0.755 -4.237 -0.569
C 2.059 -0.948 -3.572 -0.327
H -0.231 -5.193 -0.307 0.326
H -0.549 -7.511 -1.124 0.422
H -0.534 -7.972 -3.551 0.359
H -0.118 -6.138 -5.145 0.396
H 0.204 -3.835 -4.318 0.416
H -0.730 0.358 -2.931 -0.223
H -2.517 1.159 -4.439 0.236
H -4.223 -0.408 -5.266 0.409
H -4.154 -2.778 -4.570 0.386
H -2.354 -3.579 -3.105 0.480
H 2.812 -3.758 -1.880 0.426
H 4.960 -3.413 -3.043 0.405
H 5.244 -1.487 -4.565 0.355
H 3.372 0.097 -4.896 0.427
H 1.245 -0.253 -3.721 0.161
S -1.055 -3.080 2.939 -0.310
P -1.147 -1.098 3.700 1.410
S -0.012 0.374 2.990 -0.690
C -0.894 -1.158 5.507 0.316
C -1.744 -1.955 6.269 -0.650
C -1.541 -2.069 7.630 -0.658
C -0.489 -1.396 8.235 -0.397
C 0.360 -0.608 7.475 -0.596
C 0.164 -0.492 6.111 -0.354
C -2.913 -0.654 3.578 0.305
C -3.296 0.539 4.181 -0.533
C -4.584 1.010 4.019 -0.822
C -5.485 0.303 3.238 -0.396
C -5.106 -0.892 2.652 -0.619
C -3.823 -1.379 2.826 -0.469
H -2.556 -2.479 5.782 0.342
H -2.203 -2.685 8.224 0.377
H -0.334 -1.487 9.300 0.362
H 1.177 -0.082 7.948 0.391
H 0.811 0.120 5.499 0.381
H -2.571 1.083 4.771 0.428
H -4.885 1.931 4.498 0.443
H -6.485 0.684 3.088 0.410
H -5.808 -1.443 2.045 0.444
H -3.525 -2.316 2.381 0.425
```

Strongest force on any atom (eV/Å): 1.29
HOMO-LUMO gap (eV): 6.05
HOMO energy (eV): -3.969
Charge: -1



No. 2
A molecular structure, C17H34Br3F3N4O6. Source: the Open Molecules 2025 dataset; level of theory: the ωB97M-V functional and the def2-TZVPD basis.

Geometry as XYZ:
```
67
Properties=species:S:1:pos:R:3:mulliken_charge:R:1
C 9.372 26.749 -13.604 -0.657
C 10.556 26.302 -14.442 0.582
O 10.953 26.950 -15.387 -0.658
N 11.119 25.117 -14.108 -0.145
C 12.359 24.673 -14.701 -0.913
H 8.984 25.927 -12.999 0.116
H 8.592 27.088 -14.281 0.277
H 9.654 27.536 -12.906 0.277
H 10.759 24.607 -13.323 0.206
H 13.204 25.238 -14.324 0.272
H 12.293 24.810 -15.783 0.312
H 12.469 23.611 -14.505 0.347
C 8.597 22.153 -7.525 -0.910
C 9.672 22.589 -6.546 0.653
O 10.687 23.150 -6.910 -0.593
N 9.452 22.283 -5.240 -0.193
C 10.404 22.639 -4.194 -0.822
H 7.621 22.581 -7.293 0.329
H 8.476 21.068 -7.529 0.360
H 8.896 22.457 -8.522 0.063
H 8.550 21.941 -4.964 0.247
H 11.296 22.022 -4.274 0.248
H 9.928 22.499 -3.230 0.338
H 10.697 23.683 -4.303 0.258
C 5.827 22.806 -14.832 -1.014
C 5.347 24.236 -14.829 0.705
O 6.103 25.164 -15.046 -0.612
N 4.038 24.423 -14.530 -0.109
C 3.435 25.731 -14.459 -0.847
H 6.429 22.634 -15.722 0.309
H 5.018 22.069 -14.838 0.347
H 6.439 22.615 -13.952 0.201
H 3.429 23.635 -14.414 0.217
H 2.402 25.670 -14.790 0.359
H 4.012 26.422 -15.068 0.291
H 3.462 26.116 -13.435 0.193
C 14.592 24.168 -8.646 -0.999
C 13.366 24.519 -9.441 0.638
O 13.359 24.493 -10.660 -0.652
N 12.267 24.848 -8.722 -0.155
C 10.968 25.035 -9.339 -0.898
H 15.416 24.813 -8.946 0.306
H 14.883 23.147 -8.887 0.264
H 14.429 24.247 -7.571 0.294
H 12.274 24.750 -7.723 0.286
H 10.565 24.080 -9.689 0.143
H 11.044 25.726 -10.175 0.395
H 10.326 25.419 -8.552 0.386
C 4.243 27.218 -7.676 -1.026
C 3.368 28.182 -6.915 -0.447
O 3.750 29.516 -7.265 -0.254
C 2.776 30.376 -7.508 0.412
O 1.604 30.210 -7.364 -0.516
C 3.342 31.724 -8.004 0.853
F 3.313 32.612 -7.004 -0.249
F 4.597 31.638 -8.444 -0.231
F 2.587 32.178 -8.998 -0.245
H 5.223 27.081 -7.216 0.314
H 4.331 27.524 -8.720 0.287
H 3.832 26.202 -7.720 0.418
H 3.465 28.041 -5.838 0.302
H 2.315 28.023 -7.143 0.363
C 6.013 25.374 -10.598 0.276
Br 6.131 26.720 -11.952 0.004
Br 7.711 24.597 -10.172 0.105
Br 4.722 24.035 -11.070 -0.043
H 5.676 25.825 -9.680 -0.362
```

Strongest force on any atom (eV/Å): 0.92
HOMO-LUMO gap (eV): 8.73
HOMO energy (eV): -8.893
Charge: 0



No. 3
2 unconnected molecules or ions with the total composition CH5PS at a distorted geometry. Source: the Open Molecules 2025 dataset; level of theory: the ωB97M-V functional and the def2-TZVPD basis.

Geometry as XYZ:
```
8
Properties=species:S:1:pos:R:3:mulliken_charge:R:1
C -0.263 0.129 -1.235 -1.077
P 0.116 -0.936 1.452 0.081
S -0.294 -2.872 1.639 -0.268
H 0.111 1.117 -0.923 0.350
H 0.153 -0.391 -1.992 0.356
H -1.304 0.195 -0.934 0.376
H -0.382 -0.758 2.750 0.086
H 1.461 -0.590 1.673 0.095
```

Strongest force on any atom (eV/Å): 5.42
HOMO-LUMO gap (spin up / spin down) (eV): 6.70 / 8.53
HOMO energy (spin up / spin down) (eV): -8.525 / -8.836
Charge: 0